(1)
Below is a structure of composition C39H44ClMnN6O3 at a distorted geometry, with properties calculated with ωB97M-V/def2-TZVPD.

Results
**Charge**: +1
**⟨S²⟩**: 4.01
**Spin multiplicity**: 4
**Frontier orbital gap (alpha / beta)**: 5.39 / 5.88 eV

Positions of all 94 atoms, in Å:
Mn 0.87410 -2.61807 0.56353
C -3.52510 -0.91757 0.35183
C -3.17090 -2.01997 -0.61357
C -4.06250 -2.26457 -1.67697
C -3.78600 -3.22957 -2.63877
C -2.61060 -3.96357 -2.54987
C -1.71690 -3.75767 -1.48477
C -0.42690 -4.54697 -1.45367
C -1.99720 -2.80387 -0.46867
N -1.06810 -2.61727 0.50783
C -1.44610 -2.80327 1.82053
O -2.56380 -3.03787 2.29683
C -0.30760 -2.72097 2.83373
C -0.35520 -2.76867 4.20473
C 0.87630 -2.69447 4.90133
C 2.10820 -2.59177 4.20863
C 2.06020 -2.56837 2.83703
N 0.87540 -2.61807 2.27033
C 3.20280 -2.47037 1.82953
O 4.32170 -2.26757 2.31693
N 2.82990 -2.61727 0.50913
C 3.76910 -2.38457 -0.44787
C 4.92640 -3.18417 -0.63257
C 5.24500 -4.35017 0.26823
C 5.83430 -2.89157 -1.66907
C 5.59010 -1.85817 -2.56667
C 4.43160 -1.10287 -2.43887
C 3.52160 -1.35797 -1.39877
C 2.25280 -0.53877 -1.32207
H -4.09660 -0.13197 -0.15577
H -2.63620 -0.42877 0.76183
H -4.13930 -1.30967 1.16753
H -4.97150 -1.67817 -1.75837
H -4.47140 -3.39487 -3.46067
H -2.37610 -4.69637 -3.31427
H -0.38320 -5.27127 -2.27427
H -0.34150 -5.11117 -0.51927
H 0.43220 -3.87667 -1.56227
H -1.30570 -2.85927 4.71143
H 0.87660 -2.72127 5.98603
H 3.05960 -2.53657 4.71883
H 4.34040 -4.85017 0.62733
H 5.84490 -4.01877 1.12073
H 5.81790 -5.11037 -0.27507
H 6.73110 -3.49187 -1.78027
H 6.28840 -1.65427 -3.36877
H 4.22390 -0.31387 -3.15337
H 2.23070 0.23493 -2.09707
H 2.17940 -0.03077 -0.35487
H 1.37660 -1.17817 -1.47247
C -1.16390 6.14793 -1.10337
C 0.03220 5.16113 -1.15137
C 0.55440 5.13403 -2.60367
C 1.13530 5.80163 -0.26627
C -0.37410 3.69503 -0.62107
O -0.75900 3.86443 0.74513
C -1.57440 3.12413 -1.44997
C -2.30380 1.85193 -0.98577
C -3.06220 1.94933 0.31313
C -2.70750 1.13353 1.39663
C -3.40600 1.20653 2.60323
C -4.47080 2.09253 2.73163
Cl -5.33590 2.18183 4.21603
C -4.84480 2.90283 1.66173
C -4.14590 2.82843 0.45403
C 0.87250 2.74713 -0.67717
N 0.82700 1.51063 0.07683
C 0.76920 0.24133 -0.41907
N 0.87410 -0.62307 0.56353
C 1.09970 0.17433 1.64733
N 1.11520 1.48353 1.39283
H -0.84000 7.16923 -1.33927
H -1.62670 6.17813 -0.11207
H -1.93540 5.89983 -1.83817
H 0.82160 6.14273 -2.94127
H -0.19850 4.75363 -3.30047
H 1.45340 4.51783 -2.70237
H 1.32130 6.84153 -0.56187
H 2.09520 5.28603 -0.35757
H 0.85070 5.81303 0.79093
H -1.69110 4.13373 0.80043
H -1.22790 2.93563 -2.47367
H -2.34970 3.89133 -1.53067
H -1.62460 1.00013 -0.97077
H -3.04100 1.59123 -1.75877
H -1.87920 0.43303 1.31453
H -3.11060 0.57033 3.43313
H -5.68210 3.58813 1.76043
H -4.46090 3.45593 -0.37647
H 1.76300 3.25123 -0.29087
H 1.09130 2.47733 -1.71717
H 0.63930 0.01063 -1.46667
H 1.26340 -0.20767 2.64623
H 0.87410 -4.34677 0.56353

---

(2)
Below is a structure of composition C39H44CuN2OP2SSi, with properties calculated with ωB97M-V/def2-TZVPD.

Results
**Charge**: 0
**ΔE to the lowest compared entry with this formula, charge and spin**: 14.0 kcal per mole
**⟨S²⟩**: 0.77
**Spin multiplicity**: 2
**Frontier orbital gap (alpha / beta)**: 7.82 / 6.85 eV

Positions of all 91 atoms, in Å:
Cu 0.78674 -1.76987 0.31283
C -0.55659 6.28249 -1.21616
S -2.26394 5.96159 -0.72355
C -1.96739 4.58361 0.40905
C -1.64563 3.26945 -0.29037
C -1.35461 2.16383 0.71703
N -0.98773 0.87124 0.06459
P 0.67640 0.44911 -0.06557
C 1.14136 0.86516 -1.78023
C 0.26845 1.42390 -2.70315
C 0.70721 1.70694 -3.99304
C 2.01221 1.41751 -4.36420
C 2.88614 0.84125 -3.44663
C 2.45111 0.56338 -2.16024
C 1.65688 1.71022 0.81977
C 1.85428 2.98949 0.29156
C 2.58111 3.93206 1.00049
C 3.13772 3.60293 2.23386
C 2.96898 2.32938 2.75396
C 2.22862 1.38590 2.04661
P -1.96289 -0.53863 0.56196
C -3.63241 0.21833 0.69798
C -4.26850 0.20969 1.93499
C -5.53264 0.77485 2.08505
C -6.15981 1.35941 0.99452
C -5.53174 1.36751 -0.24988
C -4.27940 0.79255 -0.39845
C -2.28184 -1.52000 -0.96850
C -3.36670 -2.40209 -0.90493
C -3.66180 -3.24349 -1.96497
C -2.87426 -3.22384 -3.11229
C -1.78843 -2.36841 -3.18063
C -1.49015 -1.52827 -2.11204
H -0.57224 7.15570 -1.86714
H -0.13380 5.44049 -1.76665
H 0.05517 6.50256 -0.33951
H -2.87867 4.48812 1.00307
H -1.15785 4.87297 1.08598
H -0.77145 3.39635 -0.93472
H -2.48150 2.98164 -0.92812
H -2.22188 2.01853 1.35567
H -0.55456 2.49715 1.37375
H -0.75487 1.63537 -2.41016
H 0.02241 2.14674 -4.70992
H 2.34838 1.63112 -5.37288
H 3.90222 0.60308 -3.73798
H 3.12838 0.10423 -1.44573
H 1.44821 3.24595 -0.68132
H 2.72636 4.92310 0.58522
H 3.71453 4.33909 2.78322
H 3.41654 2.07018 3.70628
H 2.09560 0.38872 2.44197
H -3.77155 -0.24234 2.78749
H -6.02259 0.75989 3.05244
H -7.14147 1.80523 1.10973
H -6.02646 1.81734 -1.10441
H -3.79805 0.77466 -1.37240
H -3.99098 -2.42725 -0.01694
H -4.51059 -3.91388 -1.90079
H -3.10468 -3.88261 -3.94192
H -1.15391 -2.35790 -4.06039
H -0.62288 -0.89369 -2.19143
C 3.54491 -3.18671 -2.37899
Si 2.07705 -4.10113 -1.65357
C 2.76028 -5.39869 -0.48434
C 1.17336 -4.96984 -3.04777
O 1.07240 -3.08660 -0.90500
H 4.22902 -3.86893 -2.90438
H 4.11662 -2.67816 -1.58958
H 3.20689 -2.42501 -3.09487
H 3.40413 -6.11221 -1.01395
H 1.94659 -5.96376 -0.01013
H 3.35885 -4.93347 0.31123
H 1.62503 -5.93912 -3.29490
H 1.17522 -4.35499 -3.95795
H 0.12858 -5.13878 -2.75816
C 0.55006 -2.91182 2.01254
C 1.17222 -2.18357 3.09475
C 0.40220 -1.39392 3.97004
C 0.98216 -0.72531 5.02796
C 2.36013 -0.81037 5.23884
C 3.14570 -1.58054 4.37596
C 2.56064 -2.25597 3.32500
C 2.97623 -0.07475 6.31852
N 3.47217 0.53482 7.16058
H -0.52909 -3.01695 2.07645
H 1.05968 -3.80614 1.66533
H -0.66909 -1.33285 3.80935
H 0.37935 -0.13026 5.70242
H 4.21279 -1.64395 4.54752
H 3.16736 -2.86871 2.66524

---

(3)
Below is a structure of composition C39H44N3O19 at a distorted geometry, with properties calculated with ωB97M-V/def2-TZVPD.

Results
**Charge**: -1
**ΔE to the lowest compared entry with this formula, charge and spin**: 305.0 kcal per mole
**Frontier orbital gap**: 4.82 eV

Positions of all 105 atoms, in Å:
C 0.13635 -1.55362 -1.94616
C -0.41265 -0.75262 -0.72316
O -1.58565 -0.30562 -0.76516
N 0.42235 -0.60762 0.60384
H 0.11235 -1.02162 1.46184
H 1.51635 -0.94262 0.36684
C 0.42735 0.78038 1.05784
H -0.21665 -2.67762 -1.88116
H 1.10835 -1.71362 -1.55516
H -0.11565 -0.86562 -2.82616
H -0.55565 0.88338 1.36684
H 0.84535 1.44938 0.29984
H 1.18135 0.65738 1.91584
N 2.49435 1.63538 -2.79716
O 2.57735 0.40438 -3.08316
O 1.80935 2.37838 -3.61816
O 2.90335 1.98938 -1.65016
N 3.36035 -2.60662 0.65384
O 3.05035 -1.37662 0.50884
O 2.42435 -3.42362 0.70984
O 4.49935 -2.89962 0.97284
C -1.46765 -2.15762 2.43284
C -0.64465 -3.13362 1.61984
C -1.21665 -3.51762 0.28384
O 0.53935 -2.45962 1.36384
H -2.49665 -2.44862 2.48784
H -1.43465 -1.16562 1.95784
H -0.92565 -1.87762 3.37984
H -0.43665 -3.93562 1.91084
H -2.07365 -4.17662 0.34384
H -0.68365 -4.24062 -0.30216
H -1.37765 -2.59562 -0.31416
H 1.09735 -3.12362 0.92584
C 5.79535 -1.48362 4.20284
C 5.23035 -2.36362 3.07784
C 3.62135 -2.13162 2.90084
O 5.88035 -2.13862 1.93384
H 5.88535 -0.37262 4.20984
H 6.89735 -1.86362 4.35584
H 5.35135 -1.73762 5.15984
H 5.25535 -3.35162 3.45484
H 3.20735 -2.43062 1.91884
H 3.32335 -1.11762 2.88584
H 2.94835 -2.59462 3.76984
H 5.54535 -2.65662 1.25384
C -3.12865 3.50238 3.89984
C -4.35065 3.43738 4.71884
C -5.42065 2.37838 4.39484
O -6.41765 2.28438 4.90884
C -5.10865 1.50138 3.29684
C -3.77465 1.36438 2.77284
C -2.79965 2.51238 2.88384
O -1.81365 2.47638 2.09284
H -2.35465 4.28538 4.12784
H -4.63465 4.22538 5.57384
H -6.02265 0.73038 3.20984
H -3.66865 0.51438 1.92684
C -4.82965 0.06938 -6.06916
C -3.84665 -1.08862 -5.57216
C -3.41065 -0.99062 -4.12916
O -2.72065 -1.91062 -3.55816
C -3.93165 0.06238 -3.26616
C -4.87865 1.04638 -3.78516
C -5.30365 1.19238 -5.18116
O -6.00765 2.03838 -5.65416
H -4.79765 0.10938 -7.08716
H -3.61265 -1.68762 -6.23916
H -3.51765 0.11138 -2.26016
H -4.99765 1.84438 -3.39516
C 2.52735 4.44038 -0.34716
C 1.66335 3.87338 0.74284
C 2.30935 3.08038 1.85284
O 1.74235 2.36038 2.69684
C 3.77935 2.80938 1.68484
C 4.59735 3.29438 0.55484
C 3.91035 3.90038 -0.65916
O 4.54435 4.17238 -1.61416
H 1.93135 5.04938 -1.26416
H 0.53535 4.13438 1.08984
H 4.28535 2.02838 2.52684
H 5.59435 2.77038 0.54984
C -1.75565 6.71338 1.12484
C -2.37665 5.30238 0.97184
C -1.54465 4.26338 0.11384
O -1.98165 3.13538 0.04684
C -0.49965 4.75138 -0.66316
C -0.17065 6.17938 -0.77516
C -0.69965 7.16038 0.28284
O -0.10765 8.28138 0.40884
H -2.27865 7.39038 1.84284
H -3.11165 4.81738 1.59784
H 0.13635 3.93338 -1.21016
H 0.56935 6.61538 -1.63616
C -0.65665 -6.23062 -4.46816
C -1.15165 -5.68662 -3.12816
C -0.12265 -5.47962 -1.98616
O -0.37665 -5.21962 -0.91616
C 1.31135 -5.51062 -2.45316
C 1.77835 -6.05462 -3.80816
C 0.71235 -6.49462 -4.73816
O 1.00035 -7.10162 -5.77116
H -1.32965 -6.46062 -5.33116
H -2.31265 -5.58962 -3.13816
H 2.10935 -5.07662 -1.86116
H 2.98535 -5.91762 -4.21616

---

Number 1: DFT total energy -3677.490354 Ha. Number 2: DFT total energy -4708.212546 Ha. Number 3: DFT total energy -3104.827031 Ha.